1.
{
  "formula": "C4H5N3O",
  "method": "ωB97M-V/def2-TZVPD",
  "homo_lumo_gap_ev": 9.007,
  "smiles": "[H]/N=C/n1cncc1O",
  "lumo_energy_ev": 0.471,
  "e_tot_ha": -394.8258,
  "de_lowest_kj_mol": 372.17,
  "multiplicity": 1,
  "elements": ["H", "N", "C", "N", "C", "N", "C", "C", "O", "H", "H", "H", "H"],
  "coordinates": [[0.386, 0.651, 3.251], [-0.121, 0.730, 2.403], [0.563, 0.016, 1.514], [-0.177, -0.411, 0.326], [-1.435, 0.208, 0.084], [-1.743, 0.511, -1.202], [-0.600, -0.070, -2.016], [0.325, -0.333, -1.004], [1.675, -0.714, -1.066], [1.685, -0.201, 1.783], [-2.062, 0.509, 0.885], [-0.795, -0.188, -3.120], [2.298, -0.708, -1.839]],
  "forces_ev_per_a": [[0.893, 0.680, 1.060], [0.998, -2.823, -3.340], [-1.185, 1.748, 2.552], [0.325, 2.809, -1.778], [-0.976, 1.022, -3.165], [2.304, -2.971, 2.288], [-1.252, 1.308, 3.763], [2.415, -1.907, -3.101], [0.028, -0.255, 0.513], [-2.311, -0.394, -1.531], [-0.235, 0.052, 0.562], [1.095, 0.279, 1.627], [-2.097, 0.453, 0.550]],
  "nbo_charge": [0.341, -0.641, 0.268, -0.444, 0.187, -0.405, -0.220, 0.446, -0.741, 0.215, 0.222, 0.250, 0.522]
}

***

2.
{
  "formula": "C5H17N2O4",
  "method": "ωB97M-V/def2-TZVPD",
  "homo_lumo_gap_ev": 7.225,
  "charge": -1,
  "lumo_energy_ev": 3.244,
  "e_tot_ha": -611.2137,
  "de_lowest_kj_mol": 0.00,
  "multiplicity": 1,
  "elements": ["C", "O", "C", "C", "C", "C", "N", "N", "H", "H", "H", "H", "H", "H", "H", "H", "H", "H", "H", "H", "H", "O", "H", "H", "O", "H", "H", "O"],
  "coordinates": [[-0.727, -2.258, -0.637], [-1.845, -2.241, -1.415], [-0.286, -0.807, -0.260], [0.679, -0.781, 0.930], [1.383, 0.539, 1.131], [2.392, 0.937, 0.352], [3.084, 2.148, 0.530], [-1.486, 0.002, -0.002], [0.122, -2.762, -1.136], [-0.864, -2.803, 0.334], [0.194, -0.370, -1.139], [1.408, -1.576, 0.749], [0.129, -1.033, 1.839], [1.024, 1.180, 1.926], [2.797, 0.315, -0.440], [2.633, 2.796, 1.154], [3.456, 2.571, -0.301], [-1.883, -0.273, 0.891], [-2.146, -0.332, -0.709], [-1.833, -3.337, -2.460], [-2.117, -3.412, -3.988], [-1.864, -3.997, -3.264], [-0.746, 3.158, 1.503], [-1.220, 2.371, 2.741], [-0.784, 3.189, 2.487], [-1.099, 1.741, -0.170], [0.260, 2.393, -0.398], [-0.662, 2.643, -0.247]],
  "forces_ev_per_a": [[-0.275, 0.295, 0.019], [0.094, 0.016, 0.146], [-0.281, -0.561, 0.199], [0.040, 0.233, -0.462], [0.274, -0.442, -0.468], [-0.195, 0.366, 0.564], [0.218, -0.313, 0.080], [0.127, 0.466, 0.013], [0.273, 0.034, 0.057], [-0.042, 0.039, -0.026], [0.146, 0.061, -0.035], [0.028, -0.063, 0.125], [-0.028, -0.173, 0.015], [0.020, 0.231, -0.025], [-0.128, -0.064, -0.007], [-0.069, 0.153, -0.059], [-0.081, 0.109, -0.071], [-0.027, -0.143, 0.014], [-0.095, -0.217, 0.001], [-0.117, -0.061, -0.234], [0.071, -0.148, 0.140], [-0.006, 0.216, 0.011], [-0.061, -0.210, 0.197], [0.003, 0.010, -0.115], [0.074, 0.177, -0.054], [0.115, 0.029, -0.008], [-0.116, 0.056, 0.055], [0.036, -0.096, -0.072]],
  "nbo_charge": [-0.034, -0.941, -0.063, -0.440, -0.278, -0.030, -0.836, -0.883, 0.118, 0.086, 0.166, 0.209, 0.196, 0.204, 0.186, 0.376, 0.367, 0.344, 0.415, 0.508, 0.437, -1.043, 0.505, 0.458, -0.991, 0.509, 0.470, -1.014]
}

***

3.
{
  "formula": "C6H11N",
  "method": "ωB97M-V/def2-TZVPD",
  "homo_lumo_gap_ev": [9.153, 7.157],
  "charge": 1,
  "lumo_energy_ev": [-4.104, -6.835],
  "e_tot_ha": -289.6087,
  "s_squared": 0.788,
  "de_lowest_kj_mol": 157.21,
  "multiplicity": 2,
  "elements": ["C", "N", "C", "C", "C", "C", "C", "H", "H", "H", "H", "H", "H", "H", "H", "H", "H", "H"],
  "coordinates": [[-3.671, 0.296, 0.384], [-2.420, 0.017, 1.051], [-1.178, 0.337, 0.364], [0.040, -0.189, 0.683], [1.339, 0.255, 0.042], [2.377, -0.593, -0.348], [3.686, -0.191, -1.073], [-4.335, 0.807, 1.031], [-3.385, 1.101, -0.396], [-4.322, -0.405, -0.206], [-2.487, -0.353, 1.992], [-1.327, 0.618, -0.717], [0.181, -0.974, 1.407], [1.205, 1.339, -0.161], [2.164, -1.667, -0.354], [3.663, 0.670, -1.745], [4.000, -1.072, -1.598], [4.472, 0.005, -0.356]],
  "forces_ev_per_a": [[0.114, 2.437, -2.838], [3.038, 0.352, -2.660], [-4.348, -1.894, 0.453], [3.629, -0.144, -0.413], [-1.931, -0.592, 0.051], [-0.783, 1.883, -0.691], [-1.263, -0.401, 0.791], [-0.598, 0.384, 0.986], [-0.700, -1.224, 1.069], [1.396, -0.475, 0.900], [0.652, -0.039, -0.045], [-0.030, 0.601, 1.511], [-0.469, -0.170, 0.373], [1.158, -0.725, -0.260], [0.228, 0.294, 0.627], [-0.482, -0.101, 0.181], [0.249, -0.273, -0.514], [0.138, 0.087, 0.481]],
  "mulliken_spin": [-0.018, 0.363, 0.124, 0.240, -0.016, 0.231, -0.001, 0.011, 0.004, 0.024, -0.019, 0.009, 0.002, 0.011, 0.004, 0.007, 0.001, 0.021]
}

***

4.
{
  "formula": "C3H9NO2",
  "method": "ωB97M-V/def2-TZVPD",
  "homo_lumo_gap_ev": 9.103,
  "smiles": "C[C@@H](N)COO",
  "lumo_energy_ev": 0.509,
  "e_tot_ha": -324.7729,
  "de_lowest_kj_mol": 524.31,
  "multiplicity": 1,
  "elements": ["C", "C", "N", "C", "O", "O", "H", "H", "H", "H", "H", "H", "H", "H", "H"],
  "coordinates": [[1.093, 1.127, 0.261], [-0.151, 0.467, -0.300], [-0.650, 1.137, -1.459], [-0.092, -1.052, -0.404], [-0.920, -1.320, 0.747], [-0.020, -2.325, 1.646], [1.438, 0.601, 1.153], [1.902, 1.113, -0.479], [0.902, 2.172, 0.525], [-0.982, 0.306, 0.629], [-1.506, 0.723, -1.815], [-0.787, 2.131, -1.310], [0.923, -1.457, -0.380], [-0.625, -1.439, -1.277], [-0.526, -2.184, 2.463]],
  "forces_ev_per_a": [[0.113, -0.074, -0.161], [-2.113, -0.158, 2.306], [0.086, 0.220, -0.826], [-0.410, 0.715, -0.319], [2.688, -4.208, 2.022], [-1.929, 1.515, -1.430], [-0.071, 0.049, -0.026], [-0.092, -0.008, 0.033], [-0.021, -0.120, -0.005], [1.659, 2.424, -2.076], [0.135, 0.171, 0.157], [-0.030, -0.261, 0.027], [-0.324, -0.235, 0.469], [0.179, 0.051, -0.048], [0.129, -0.081, -0.123]],
  "nbo_charge": [-0.620, -0.061, -0.842, -0.104, -0.310, -0.480, 0.219, 0.209, 0.208, 0.192, 0.362, 0.364, 0.213, 0.186, 0.463]
}

***

What is the formula in the first record?
C4H5N3O